Here is a 2-piece molecular cluster, C5H8N2 overall in a non-equilibrium geometry from OMol25. Energies are from wB97M-V/def2-TZVPD.

```
! wB97M-V def2-TZVPD RIJCOSX def2/J DEFGRID3
* xyz 0 1
C 0.25636 1.76660 1.11393
C -0.73772 1.25528 0.09265
C -0.37228 0.41597 -1.07662
C 0.95016 -0.16965 -1.21166
N 1.94161 -0.76723 -1.29228
N -1.15570 -0.11689 0.04055
C 0.00298 -2.65575 0.06369
H 1.19327 1.20308 1.08231
H 0.48027 2.82438 0.93259
H -0.17022 1.67891 2.11830
H -1.53988 1.97432 -0.12201
H -0.86803 0.57190 -2.03740
H -0.65805 -1.81829 -0.14364
H -0.39357 -3.65112 0.25529
H 1.07079 -2.51151 0.18430
*
```

## Properties
Energy above the lowest of the compared OMol25 structures with the same formula, charge and spin in kcal/mol: 132.3
Electronic energy in eV: -8289.259
E_HOMO (alpha / beta) in eV: -10.7 / -8.3
Kohn-Sham gap (alpha / beta) in eV: 11.270 / 6.802